Below is a 2-piece molecular cluster, C6H12O2 overall in a non-equilibrium geometry, with properties calculated with ωB97M-V/def2-TZVPD.

HOMO energy   -8.45 eV
Multiplicity   1
SMILES string   C=C(C)/C=C/CO.O

```
20
C6H12O2 ωB97M-V/def2-TZVPD
O -3.56 -0.09 1.09
C 1.00 0.88 -1.80
H -0.10 0.58 1.35
H 2.48 0.89 0.95
H -1.47 -0.48 -1.09
C -1.43 -0.09 -0.08
H 1.52 2.48 0.94
H -2.49 -1.76 0.56
C 1.92 1.64 0.39
C -0.35 0.59 0.29
H 1.75 -2.60 -1.31
H 1.94 1.23 -2.19
C -2.29 -0.76 0.95
H 1.77 -2.31 0.22
H -4.11 -0.71 1.56
H 0.23 0.38 -2.36
H 2.72 2.00 -0.27
C 0.84 1.02 -0.48
H -1.83 -0.90 1.93
O 1.45 -2.00 -0.64
```

Below is a single C6H12O2 molecule in a non-equilibrium geometry, with properties calculated with ωB97M-V/def2-TZVPD.

HOMO energy   -10.41 eV
Multiplicity   1
SMILES string   CCCCCC(=O)O

```
20
C6H12O2 ωB97M-V/def2-TZVPD
H 0.47 -0.22 -1.44
C 2.81 0.21 0.08
O -3.55 0.11 -1.11
H 3.17 -0.60 -0.52
H 1.45 -1.24 0.59
O -2.94 0.03 1.04
H 2.76 1.01 -0.64
H -0.35 0.85 1.31
C 0.42 0.68 0.50
H 0.91 1.64 0.20
C -2.71 -0.32 -0.09
H -0.96 0.85 -1.19
H -1.14 -1.52 0.55
H -1.44 -1.54 -1.23
C -0.37 0.13 -0.68
C -1.42 -0.92 -0.42
H 1.88 0.01 1.94
C 1.57 -0.24 0.88
H 3.65 0.40 0.79
H -4.21 0.67 -0.56
```

Number 1: frontier orbital gap 9.1 eV, total energy -10509.4589 eV. Number 2: frontier orbital gap 11.3 eV, total energy -10510.8283 eV.